No. 1
Molecular formula: C2H4NO4
Method: DFT, the ωB97M-V functional and the def2-TZVPD basis

## Properties
energy relative to the best compared isomer or geometry (same formula, charge and spin)	6.888	eV
Kohn-Sham gap	6.00	eV
highest occupied orbital energy	-2.026	eV

Geometry as ORCA input:
```
! RIJCOSX wB97M-V def2-TZVPD def2/J DEFGRID3
* xyz -1 1
C -1.942 -0.212 0.162
O -1.022 0.633 0.739
C 0.318 0.563 0.233
O 1.118 1.232 0.798
O 0.515 -0.221 -0.764
N 1.755 -0.964 -0.325
O 2.860 -0.214 -0.838
H -2.683 0.315 -0.454
H -2.502 -0.796 1.000
H -1.328 -0.965 -0.362
H 2.912 0.630 -0.188
*
```

Results of the Mulliken charge analysis, in e, for atoms 1 through 5: C -0.596; O -0.305; C 0.647; O -0.584; O -0.295

---

No. 2
Molecular formula: C14H41Hg2O14
Method: DFT, the ωB97M-V functional and the def2-TZVPD basis

## Properties
Kohn-Sham gap (spin up / spin down)	5.58 / 2.16	eV
⟨S²⟩	0.7983
highest occupied orbital energy (spin up / spin down)	-14.234 / -14.212	eV

Geometry as ORCA input:
```
! RIJCOSX wB97M-V def2-TZVPD def2/J DEFGRID3
* xyz 2 2
Hg -3.004 -0.407 1.194
Hg -1.062 -3.544 0.282
C -5.020 -2.954 -1.717
C -4.211 -2.133 -0.818
O -4.492 -0.937 -0.639
O -3.186 -2.589 -0.322
H -5.391 -3.727 -1.044
H -4.330 -3.386 -2.443
H -5.843 -2.384 -2.148
C 0.965 0.522 -0.543
C -0.361 0.140 0.056
O -0.734 -1.097 0.139
O -1.195 1.035 0.272
H 1.019 1.009 -1.516
H 1.641 -0.320 -0.695
H 1.399 1.205 0.187
C -1.547 -3.120 4.656
C -1.348 -2.969 3.133
O -0.378 -3.531 2.572
O -2.092 -2.262 2.420
H -2.160 -3.984 4.914
H -2.178 -2.286 4.962
H -0.587 -3.077 5.173
C -2.282 0.533 4.336
O -2.239 0.787 2.983
H -1.958 1.428 4.866
H -3.160 -0.051 4.613
H -1.375 -0.043 4.522
H -1.514 1.408 2.884
C 0.411 4.302 -0.288
O -1.008 3.929 -0.213
H 0.484 5.207 -0.892
H 0.893 4.378 0.687
H 1.142 3.547 -0.576
H -1.073 3.059 0.186
C -1.807 2.217 -3.248
O -1.757 0.955 -3.902
H -0.917 2.646 -2.787
H -2.145 2.995 -3.934
H -2.663 2.097 -2.584
H -2.672 0.668 -3.940
C 0.832 2.638 2.963
O -0.323 3.062 3.697
H 1.515 3.481 2.860
H 1.279 1.691 3.266
H 0.562 2.465 1.921
H -0.025 3.414 4.539
C 2.303 -3.308 0.895
O 1.262 -3.208 -0.117
H 2.532 -2.273 1.151
H 2.068 -3.929 1.759
H 3.139 -3.758 0.360
H 1.780 -3.193 -0.925
C 2.261 3.331 -3.640
O 2.452 2.054 -4.179
H 2.104 3.994 -4.491
H 1.352 3.439 -3.049
H 3.108 3.629 -3.022
H 1.681 1.704 -4.631
C 5.012 -0.393 0.594
O 4.973 -1.115 -0.559
H 5.054 -1.119 1.406
H 5.890 0.244 0.702
H 4.091 0.190 0.567
H 5.069 -0.524 -1.310
C 1.112 -1.671 -3.715
O 1.305 -2.896 -3.114
H 0.052 -1.482 -3.541
H 1.743 -0.940 -3.210
H 1.305 -1.724 -4.786
H 2.247 -3.068 -3.181
*
```

Results of the Mulliken charge analysis, in e, for atoms 1 through 5: Hg 1.803; Hg 1.535; C -1.156; C 0.848; O -0.469

---

No. 3
Molecular formula: C17H25F9I2O5S
Method: DFT, the ωB97M-V functional and the def2-TZVPD basis

## Properties
Kohn-Sham gap	7.71	eV
highest occupied orbital energy	-8.856	eV

Geometry as ORCA input:
```
! RIJCOSX wB97M-V def2-TZVPD def2/J DEFGRID3
* xyz 0 1
C -1.595 -2.871 0.775
C -1.938 -2.346 -0.627
I -4.102 -2.415 -0.864
C -1.456 -0.901 -0.837
I -2.181 -0.135 -2.738
C 0.035 -0.703 -0.899
C 0.695 0.463 -0.965
C 0.218 1.883 -0.964
C 0.806 2.718 0.194
C -0.257 3.406 1.036
F 0.285 4.472 1.686
F -1.257 3.879 0.244
C -0.834 2.449 2.128
F -1.013 1.232 1.584
F 0.100 2.343 3.082
S -2.493 2.949 2.941
F -2.205 4.474 2.636
F -1.832 3.119 4.367
F -2.804 1.429 3.279
F -3.188 2.770 1.526
F -3.888 3.350 3.551
C 2.143 0.173 -1.075
O 3.055 0.940 -1.022
O 2.301 -1.171 -1.238
C 1.083 -1.782 -0.939
O 1.031 -2.949 -0.745
H -0.768 -3.567 0.703
H -1.332 -2.062 1.456
H -2.441 -3.408 1.196
H -1.561 -2.978 -1.425
H -1.918 -0.280 -0.075
H 0.521 2.303 -1.924
H -0.867 1.879 -0.930
H 1.429 3.522 -0.194
H 1.441 2.114 0.837
C -0.232 -0.602 4.671
C 0.065 -2.011 4.185
C 0.546 -2.908 5.314
O 1.018 -1.981 3.120
H 0.674 -0.142 5.076
H -0.580 0.018 3.848
H -0.994 -0.602 5.452
H -0.836 -2.441 3.745
H 1.473 -2.515 5.741
H 0.750 -3.913 4.944
H -0.196 -2.973 6.111
H 1.836 -1.609 3.467
C 2.262 0.710 -5.160
C 1.690 -0.629 -5.600
C 1.916 -0.882 -7.082
O 0.301 -0.709 -5.278
H 1.771 1.527 -5.697
H 2.096 0.865 -4.093
H 3.333 0.769 -5.355
H 2.158 -1.427 -5.021
H 1.415 -0.113 -7.677
H 1.504 -1.848 -7.371
H 2.978 -0.867 -7.329
H -0.158 -0.021 -5.772
*
```

Results of the Mulliken charge analysis, in e, for atoms 1 through 5: C -0.842; C -0.376; I 0.079; C -1.211; I 0.220

---

No. 4
Molecular formula: C6H6N2O3S
Method: DFT, the ωB97M-V functional and the def2-TZVPD basis

## Properties
energy relative to the best compared isomer or geometry (same formula, charge and spin)	5.534	eV
Kohn-Sham gap (spin up / spin down)	7.40 / 7.40	eV
highest occupied orbital energy (spin up / spin down)	-9.422 / -9.422	eV

Geometry as ORCA input:
```
! RIJCOSX wB97M-V def2-TZVPD def2/J DEFGRID3
* xyz 0 1
C -0.013 -3.025 -0.041
C -0.836 -1.924 -0.299
C 1.259 -1.300 -0.155
C 0.875 1.292 1.630
C -0.255 0.462 -0.901
C 1.459 1.295 0.341
N 1.232 -2.566 0.115
N 0.010 -0.873 -0.509
O 0.706 0.384 2.405
O 2.816 0.147 -1.507
O 3.724 -0.208 0.668
S 2.556 -0.010 -0.116
H -0.268 -4.052 0.290
H -1.753 -1.856 -0.768
H 0.472 2.239 1.692
H -0.962 0.981 -0.240
H -0.247 0.654 -2.024
H 1.492 2.125 -0.258
*
```

Results of the Mulliken charge analysis, in e, for atoms 1 through 5: C -0.400; C -0.368; C 0.389; C 0.027; C -0.429

---

No. 5
Molecular formula: C11H14BCaCl4FNaO10P
Method: DFT, the ωB97M-V functional and the def2-TZVPD basis

## Properties
Kohn-Sham gap	5.14	eV
highest occupied orbital energy	-13.499	eV

Geometry as ORCA input:
```
! RIJCOSX wB97M-V def2-TZVPD def2/J DEFGRID3
* xyz 2 1
C 0.789 3.400 -2.186
C -0.467 4.258 -2.221
C -1.219 4.214 -0.903
C -1.950 2.888 -0.690
P -2.011 2.309 1.038
C -0.932 0.763 1.008
C -0.054 0.823 2.207
O 0.613 1.730 2.516
F -0.048 -0.289 3.092
H 1.047 3.019 -3.162
H 1.622 3.984 -1.820
H 0.675 2.559 -1.516
H -0.167 5.282 -2.382
H -1.111 3.932 -3.025
H -0.483 4.365 -0.125
H -1.926 5.026 -0.835
H -2.975 2.977 -1.012
H -1.497 2.117 -1.286
H -1.138 3.182 1.677
H -1.569 -0.107 0.930
H -0.249 0.739 0.168
B 1.805 -3.002 -2.892
O 3.258 -2.888 -3.449
C 4.034 -3.471 -2.667
O 5.279 -3.585 -2.778
C 3.280 -4.035 -1.457
O 3.861 -4.607 -0.529
O 2.054 -3.773 -1.589
O 1.259 -1.718 -2.592
C 0.085 -1.601 -3.260
O -0.643 -0.674 -3.197
C -0.116 -2.913 -4.065
O -1.023 -3.188 -4.757
O 0.961 -3.697 -3.781
O 1.875 -3.485 1.829
H 2.486 -3.749 1.130
H 2.402 -3.483 2.634
Na -1.857 -1.016 3.101
C -4.443 -0.589 7.583
Cl -3.321 -0.588 6.172
Cl -5.311 0.930 7.598
Cl -5.555 -1.933 7.408
Cl -3.488 -0.768 9.040
Ca 6.208 -3.487 -0.860
*
```

Results of the Mulliken charge analysis, in e, for atoms 1 through 5: C -0.829; C -0.641; C -0.700; C -0.349; P -0.076

---

No. 6
Molecular formula: C2H2BrF3O
Method: DFT, the ωB97M-V functional and the def2-TZVPD basis

## Properties
energy relative to the best compared isomer or geometry (same formula, charge and spin)	0.738	eV
Kohn-Sham gap	11.21	eV
highest occupied orbital energy	-10.897	eV

Geometry as ORCA input:
```
! RIJCOSX wB97M-V def2-TZVPD def2/J DEFGRID3
* xyz 0 1
O -0.707 0.028 -0.683
C 0.256 -0.514 -0.346
C 1.665 0.007 0.130
F 2.504 -0.219 -0.886
F 1.725 1.329 0.533
F 1.992 -0.799 1.186
H 0.413 -1.712 -0.435
Br -4.354 0.475 -0.044
H -3.494 1.404 0.545
*
```

Results of the Mulliken charge analysis, in e, for atoms 1 through 5: O -0.321; C -0.056; C 0.828; F -0.205; F -0.225

---

Values of E, in order: -11815.5624; -52173.1111; -79764.6861; -26271.7766; -117727.2865; -82348.0390, all in eV.